(1)
C4H9F | wB97M-V/def2-TZVPD

Last column: natural (NBO) charge in e.
Element x y z (Å)
C  0.204  0.174  -0.006  0.166
H  0.810  -1.109  1.942  0.274
H  1.477  -0.708  -1.652  0.239
H  0.479  -2.208  -0.452  0.262
H  -0.703  2.004  0.597  0.233
H  -1.053  -1.631  1.353  0.176
H  0.381  2.396  -0.740  0.237
H  -0.614  0.323  1.862  0.215
C  -0.465  1.376  -0.259  -0.620
H  -1.456  1.197  -0.917  0.230
C  -0.050  -0.510  1.224  -0.600
C  0.279  -1.070  -1.133  -0.677
H  -0.767  -0.896  -2.146  0.247
F  1.480  0.663  0.327  -0.383

Output
Lowest unoccupied orbital energy, eV: 0.675
Strongest force on any atom, eV/Å: 9.792
Multiplicity: 1
Gap between HOMO and LUMO, eV: 11.09

---

(2)
C4H9F2N | wB97M-V/def2-TZVPD

Last column: natural (NBO) charge in e.
Element x y z (Å)
H  -0.871  -0.785  -1.654  0.364
C  0.337  0.409  -0.498  -0.111
H  2.267  -0.916  -0.362  0.216
F  0.819  -0.480  1.646  -0.343
N  -0.573  0.153  -1.665  -0.826
C  -0.161  -0.386  0.756  0.679
C  1.793  -0.185  -0.959  -0.624
H  -1.012  1.120  2.382  0.228
H  -2.055  0.767  0.966  0.206
H  -1.724  -0.594  2.174  0.228
C  -1.313  0.295  1.613  -0.678
H  1.482  -0.583  -1.982  0.226
H  -1.457  0.686  -1.488  0.352
F  -0.634  -1.587  0.409  -0.345
H  0.592  1.447  -0.270  0.217
H  2.511  0.639  -1.068  0.209

Output
Lowest unoccupied orbital energy, eV: 0.960
Strongest force on any atom, eV/Å: 4.771
SMILES: C[C@@H](N)C(C)(F)F
Multiplicity: 1
Gap between HOMO and LUMO, eV: 10.77

---

(3)
C4H9F2O2P | wB97M-V/def2-TZVPD

Last column: natural (NBO) charge in e.
Element x y z (Å)
H  0.040  -0.834  -1.980  0.121
F  -1.693  0.033  0.282  -0.307
H  -0.959  -0.400  2.090  0.225
C  0.821  -0.053  -1.996  0.408
H  1.832  -0.870  0.597  -0.039
H  -1.705  3.179  0.658  0.416
F  1.363  1.182  1.726  -0.480
O  1.664  -0.046  -2.865  -0.486
C  -0.752  -2.063  0.668  -0.649
H  -1.031  -2.121  -0.377  0.238
O  -0.831  3.102  0.260  -1.314
H  -0.135  1.612  -0.880  0.415
P  0.910  0.181  0.684  1.712
C  -0.742  -0.566  1.036  -0.089
H  0.238  -2.500  0.767  0.213
H  -1.491  -2.549  1.288  0.247
C  0.824  1.012  -0.910  -0.929
H  1.647  1.703  -1.047  0.299

Output
Lowest unoccupied orbital energy, eV: -0.807
Strongest force on any atom, eV/Å: 2.969
Multiplicity: 1
Gap between HOMO and LUMO, eV: 5.81

---

(4)
C4H9FN2S | wB97M-V/def2-TZVPD

Last column: natural (NBO) charge in e.
Element x y z (Å)
C  -0.469  1.651  -1.897  0.212
H  1.819  -1.037  0.549  0.186
N  0.184  -0.603  -0.739  -0.524
N  0.303  0.757  -0.364  -0.302
H  0.556  -2.122  2.444  0.234
C  -0.470  1.021  0.840  -0.397
C  -0.058  -1.493  1.681  -0.590
C  0.824  -1.485  0.296  -0.228
H  -0.251  2.098  1.049  0.231
H  -1.612  0.771  0.695  0.182
H  -1.154  -1.913  1.658  0.229
H  -0.682  2.768  -1.697  0.166
F  0.592  1.562  -2.742  -0.354
H  0.952  -2.435  -0.104  0.201
S  0.040  0.133  2.365  0.223
H  -1.275  1.117  -2.392  0.164
H  0.700  -0.791  -1.643  0.366

Output
Lowest unoccupied orbital energy, eV: 0.918
Strongest force on any atom, eV/Å: 3.633
Multiplicity: 1
Gap between HOMO and LUMO, eV: 8.86